Density functional theory data (ωB97M-V with the def2-TZVPD basis set) for a structure of composition C25H31N3O13P2SV in a non-equilibrium geometry.

CARTESIAN COORDINATES (ANGSTROEM)
V 0.612953 0.142244 0.615833
O 2.237375 0.340204 3.939484
C 2.175339 0.868728 2.847722
O 1.068243 1.234250 2.257356
C 3.454504 1.098451 2.026002
C 3.197418 2.030383 0.845948
C 4.500835 2.429984 0.154459
C 4.859551 1.136867 -0.618537
C 3.731597 0.204386 -0.195247
O 2.601061 1.116290 -0.114534
C 3.909561 -0.206809 1.283127
C 3.006409 -1.377519 1.582272
O 3.345656 -2.443517 2.015193
O 1.735019 -1.088737 1.290444
H 4.234421 1.456394 2.696198
H 2.504089 2.836506 1.059239
H 4.344289 3.270076 -0.520447
H 5.257568 2.717668 0.883460
H 4.826970 1.294574 -1.695319
H 5.836827 0.731576 -0.362517
H 3.494216 -0.614408 -0.869538
H 4.932603 -0.493160 1.515592
N -4.271060 0.606592 0.203138
C -4.790367 1.311037 -0.899791
C -6.004331 1.968344 -0.780755
C -6.540078 2.662745 -1.858463
C -5.852252 2.715505 -3.057105
C -4.626185 2.070286 -3.172007
C -4.098525 1.361662 -2.107249
S -2.555569 0.509378 -2.286142
N -2.157669 0.130054 -0.714666
C -2.951606 0.180329 0.265105
C -2.435822 -0.266706 1.596226
C -3.313686 -0.469801 2.654207
C -2.851890 -0.888511 3.890991
C -1.501067 -1.099425 4.049048
C -0.674059 -0.869224 2.965440
N -1.106325 -0.467404 1.761383
H -4.788634 0.720496 1.050106
H -6.539800 1.930810 0.161393
H -7.493571 3.161513 -1.750969
H -6.259190 3.254932 -3.901050
H -4.076025 2.109534 -4.104450
H -4.374740 -0.328728 2.535749
H -3.545645 -1.041472 4.706702
H -1.064688 -1.420486 4.982923
H 0.388567 -1.008977 3.086750
C 0.571621 -3.994193 0.729592
C 0.896893 -3.835520 -0.744061
O 0.257591 -4.945660 -1.414902
P 2.679808 -3.769927 -1.164908
O 3.404419 -4.980373 -0.430415
O 2.686871 -4.281375 -2.668507
O 3.280702 -2.454355 -0.915677
P 0.203268 -2.367703 -1.632740
O -1.377138 -2.631400 -1.470707
O 0.683357 -2.513952 -3.032986
O 0.461267 -1.026347 -0.965804
H 1.195991 -4.763601 1.184518
H -0.469342 -4.310816 0.802553
H 0.705717 -3.069559 1.281048
H 0.821376 -5.237178 -2.143528
H 3.758372 -4.676622 0.416804
H 2.146053 -3.611829 -3.162369
H -1.574414 -3.500688 -1.849177
C 0.473476 2.604271 -2.190239
C 0.098803 2.796467 -0.717263
C -1.231951 3.497091 -0.503846
O 0.028532 1.525383 -0.087382
H -0.339843 2.919971 -2.843338
H 0.674847 1.552153 -2.387700
H 1.367959 3.171658 -2.444616
H 0.880701 3.348782 -0.188051
H -2.023353 2.993414 -1.058757
H -1.156584 4.523651 -0.865800
H -1.487287 3.521345 0.555556

Forces on atoms 1 to 2 (eV/Å):
V 0.2 0.5 -0.3
O 0.0 0.1 0.0

Values from the calculation:
- LUMO level (alpha / beta): -0.8 / -0.8 eV
- Multiplicity: 2
- Highest occupied orbital energy (alpha / beta): -7.72 / -7.72 eV
- Max |F|: 0.024 Eh/bohr
- Orbital gap (alpha / beta): 0.253 / 0.255 Eh


Density functional theory data (ωB97M-V with the def2-TZVPD basis set) for a structure of composition C30H42CuN2O2P2 in a non-equilibrium geometry.

CARTESIAN COORDINATES (ANGSTROEM)
P -3.034140 0.311742 -1.629769
P -0.605215 -0.624653 -2.766997
C -3.217380 -0.174157 -3.490892
C -2.035756 -1.103716 -3.874145
H -3.264009 0.724941 -4.137600
H -4.217783 -0.620540 -3.521876
H -2.351349 -2.156224 -3.863622
H -1.623935 -0.864933 -4.851908
C 0.040038 0.849472 -3.675235
H 1.063769 1.140096 -3.341179
H -0.600791 1.758686 -3.683763
H 0.191278 0.454199 -4.710700
C 0.822183 -1.723489 -2.958054
H 1.637391 -1.037598 -3.238460
H 0.763458 -2.604717 -3.608706
H 0.996638 -2.063081 -1.931470
C -4.620265 1.368947 -1.677190
H -4.858561 1.702288 -0.655286
H -5.398742 0.677470 -2.029357
H -4.690677 2.257953 -2.315965
C -3.837192 -0.544737 -0.166438
H -3.284069 -1.436319 0.175004
H -4.889258 -0.722645 -0.428263
H -3.897819 0.191567 0.660727
Cu -1.888091 -1.661510 -1.608956
C -1.187369 3.489916 -1.863859
C -2.365054 3.340011 -2.477238
C -3.468076 4.323257 -2.269594
C -3.380302 4.960065 -0.837851
C -3.757083 4.009445 0.252685
C -3.066472 2.954092 0.661655
C -1.594774 2.536905 0.540717
C -0.695295 3.274922 -0.474930
C -1.710595 -3.075471 -0.265618
H -0.361281 3.792864 -2.522247
H -2.449702 2.556026 -3.251339
H -4.467750 3.943254 -2.515214
H -3.282817 5.090280 -3.020865
H -2.373467 5.389317 -0.702528
H -4.132907 5.747742 -0.844550
H -4.725558 4.194276 0.758255
H -3.604150 2.099079 1.121614
H -1.522700 1.450409 0.317308
H -1.076742 2.603888 1.516708
H -0.304792 4.186269 0.010191
H 0.203240 2.633640 -0.603491
H -0.775482 -3.626225 -0.492292
H -2.647905 -3.699546 -0.321060
H -1.553608 -2.495977 0.670382
O 3.257287 -3.225881 -1.084505
C 2.864716 -2.469042 -0.206874
N 3.737665 -1.743092 0.654980
C 3.034154 -1.639417 1.901210
C 1.569805 -1.551913 1.362652
O 0.657312 -1.017577 2.006756
N 1.553977 -2.123814 0.136780
C 3.237557 -2.949979 2.689810
C 2.196742 -3.718722 3.239660
C 2.521031 -4.911337 3.922745
C 3.856002 -5.315723 4.040773
C 4.881309 -4.549732 3.466453
C 4.559248 -3.374220 2.796134
C 3.552284 -0.411557 2.612161
C 3.681013 -0.394654 4.000751
C 4.265564 0.719966 4.609299
C 4.654326 1.814459 3.821058
C 4.517057 1.791681 2.419957
C 3.953345 0.662033 1.814940
H 4.711195 -1.997523 0.620442
H 1.154064 -3.396464 3.174192
H 1.724928 -5.513466 4.371103
H 4.120314 -6.217425 4.592920
H 5.935178 -4.827046 3.527437
H 5.350388 -2.758913 2.353328
H 3.358885 -1.275452 4.569495
H 4.396100 0.712458 5.696731
H 5.089731 2.687012 4.305324
H 4.833061 2.632654 1.800164
H 3.876680 0.585208 0.727389

Forces on atoms 1 to 2 (eV/Å):
P -2.2 3.5 -0.4
P 2.6 0.3 -2.1

Values from the calculation:
- LUMO level (alpha / beta): -0.7 / -2.9 eV
- Multiplicity: 2
- Highest occupied orbital energy (alpha / beta): -7.47 / -7.47 eV
- Max |F|: 0.081 Eh/bohr
- Orbital gap (alpha / beta): 0.249 / 0.169 Eh